Entry 1
A cluster of 2 separate species, C11H15N in total. Source: OMol25; level of theory: wB97M-V/def2-TZVPD.

Last columns: bonded neighbours and bond lengths (Å).
Positions of all 27 atoms, in Å:
1 C -2.099 -2.261 0.571  C3 1.475, H14 1.157, H15 1.091, H19 1.093
2 C 0.015 -1.014 -0.369  C3 1.421, C4 1.429, C6 1.425
3 C -1.371 -1.314 -0.295  C1 1.475, C2 1.421, C5 1.426
4 C 0.221 -0.242 -1.553  C2 1.429, C9 1.383, N10 1.383
5 C -2.011 -0.651 -1.384  C3 1.426, N10 1.379, H16 1.077
6 C 1.111 -1.340 0.483  C2 1.425, C7 1.411, H11 1.076
7 C 2.386 -0.917 0.051  C6 1.411, C8 1.393, H12 1.063
8 C 2.584 -0.156 -1.098  C7 1.393, C9 1.421, H13 1.073
9 C 1.466 0.278 -1.859  C4 1.383, C8 1.421, H18 1.083
10 N -1.024 -0.026 -2.115  C4 1.383, C5 1.379, H17 1.003
11 H 0.896 -2.131 1.180  C6 1.076
12 H 3.190 -1.092 0.725  C7 1.063
13 H 3.570 0.241 -1.250  C8 1.073
14 H -2.990 -1.719 1.071  C1 1.157
15 H -1.457 -2.740 1.312  C1 1.091
16 H -3.066 -0.744 -1.580  C5 1.077
17 H -1.107 0.489 -2.971  N10 1.003
18 H 1.583 0.951 -2.701  C9 1.083
19 H -2.725 -2.957 0.007  C1 1.093
20 C 0.651 1.771 1.901  C21 1.504, H22 1.073, H23 1.110, H24 1.096
21 C -0.356 2.525 1.079  C20 1.504, H25 1.101, H26 1.102, H27 1.106
22 H 0.172 1.040 2.524  C20 1.073
23 H 1.388 1.263 1.245  C20 1.110
24 H 1.066 2.531 2.572  C20 1.096
25 H -0.068 3.498 0.649  C21 1.101
26 H -1.296 2.741 1.612  C21 1.102
27 H -0.728 1.974 0.194  C21 1.106

2S+1: 2
HOMO-LUMO gap (spin up / spin down): 0.1208 / 0.2349 Ha
E_LUMO (spin up / spin down): 3.85 / 3.76 eV
net charge: -1
E_HOMO (spin up / spin down): 0.568 / -2.628 eV
<S²>: 0.775

Entry 2
A cluster of 2 separate species, C11H15N in total. Source: OMol25; level of theory: wB97M-V/def2-TZVPD.

Last columns: bonded neighbours and bond lengths (Å).
Positions of all 27 atoms, in Å:
1 C -1.862 -2.687 -1.233  C2 1.530, H3 1.089, H4 1.085, H5 1.092
2 C -2.131 -2.111 0.159  C1 1.530, H6 1.085, H7 1.088, H8 1.093
3 H -0.987 -2.199 -1.657  C1 1.089
4 H -1.696 -3.759 -1.195  C1 1.085
5 H -2.650 -2.435 -1.946  C1 1.092
6 H -1.225 -2.252 0.737  C2 1.085
7 H -2.996 -2.604 0.598  C2 1.088
8 H -2.342 -1.039 0.123  C2 1.093
9 C 0.722 1.254 -2.485  C11 1.492, H21 1.092, H22 1.085, H27 1.097
10 C -1.069 1.531 -0.652  C11 1.381, N18 1.400, H19 1.082
11 C 0.204 1.215 -1.087  C9 1.492, C10 1.381, C13 1.423
12 C 0.222 1.239 1.205  C13 1.407, C14 1.404, N18 1.377
13 C 1.020 1.030 0.065  C11 1.423, C12 1.407, C15 1.436
14 C 0.703 1.075 2.514  C12 1.404, C16 1.437, H23 1.084
15 C 2.356 0.528 0.223  C13 1.436, C17 1.412, H24 1.081
16 C 2.046 0.580 2.641  C14 1.437, C17 1.385, H25 1.080
17 C 2.819 0.275 1.533  C15 1.412, C16 1.385, H26 1.082
18 N -1.044 1.532 0.748  C10 1.400, C12 1.377, H20 1.002
19 H -2.029 1.659 -1.134  C10 1.082
20 H -1.843 1.573 1.351  N18 1.002
21 H -0.075 1.489 -3.194  C9 1.092
22 H 1.164 0.308 -2.779  C9 1.085
23 H 0.083 1.177 3.396  C14 1.084
24 H 3.048 0.447 -0.604  C15 1.081
25 H 2.357 0.269 3.627  C16 1.080
26 H 3.788 -0.186 1.674  C17 1.082
27 H 1.417 2.090 -2.627  C9 1.097

2S+1: 2
HOMO-LUMO gap (spin up / spin down): 0.1114 / 0.2350 Ha
E_LUMO (spin up / spin down): 3.69 / 3.60 eV
net charge: -1
E_HOMO (spin up / spin down): 0.660 / -2.800 eV
<S²>: 0.769

entry 2 ends up most stable, edging out the next structure by 49.0 kJ/mol.

Entry 1
The molecule C4H10S2. Source: OMol25; level of theory: wB97M-V/def2-TZVPD.

Last columns: bonded neighbours and bond lengths (Å).
Positions of all 16 atoms, in Å:
1 C 0.631 -0.489 0.481  C2 1.606, C3 1.554, H7 1.127, H8 1.166
2 C 1.130 -1.964 0.088  C1 1.606, H9 1.083, H10 1.135, H11 1.092
3 C 0.868 0.515 -0.681  C1 1.554, S4 1.790, H12 1.140, H13 1.081
4 S -0.147 0.239 -2.129  C3 1.790, S5 2.506
5 S -2.131 0.021 -0.614  S4 2.506, C6 1.738
6 C -1.917 1.570 0.146  S5 1.738, H14 1.212, H15 1.141, H16 1.166
7 H -0.377 -0.471 0.985  C1 1.127
8 H 1.370 -0.290 1.360  C1 1.166
9 H 1.329 -2.389 1.064  C2 1.083
10 H 0.251 -2.538 -0.344  C2 1.135
11 H 2.040 -2.061 -0.508  C2 1.092
12 H 0.850 1.606 -0.349  C3 1.140
13 H 1.901 0.301 -0.916  C3 1.081
14 H -2.362 1.456 1.268  C6 1.212
15 H -0.932 2.037 0.485  C6 1.141
16 H -2.504 2.455 -0.335  C6 1.166

SMILES: CCCSSC
HOMO-LUMO gap: 0.2886 Ha
E_LUMO: -0.92 eV
net charge: 0
E_HOMO: -8.777 eV

Entry 2
A cluster of 2 separate species, C4H10S2 in total. Source: OMol25; level of theory: wB97M-V/def2-TZVPD.

Last columns: bonded neighbours and bond lengths (Å).
Positions of all 16 atoms, in Å:
1 S 2.900 2.008 1.487  S2 2.103, H3 1.356
2 S 1.469 0.531 1.924  S1 2.103, H4 1.349
3 H 2.917 1.834 0.143  S1 1.356
4 H 0.618 1.543 2.193  S2 1.349
5 C 0.146 -1.638 -0.656  C6 1.510, H9 1.090, H10 1.088, H11 1.093
6 C -0.773 -0.496 -0.294  C5 1.510, C7 1.335, C8 1.510
7 C -1.811 -0.668 0.527  C6 1.335, H12 1.082, H13 1.084
8 C -0.560 0.786 -1.064  C6 1.510, H14 1.090, H15 1.091, H16 1.090
9 H -0.244 -2.078 -1.574  C5 1.090
10 H 0.189 -2.357 0.160  C5 1.088
11 H 1.148 -1.259 -0.871  C5 1.093
12 H -2.646 0.018 0.563  C7 1.082
13 H -1.846 -1.548 1.159  C7 1.084
14 H -1.317 1.512 -0.769  C8 1.090
15 H -0.609 0.637 -2.143  C8 1.091
16 H 0.418 1.178 -0.785  C8 1.090

SMILES: C=C(C)C.SS
HOMO-LUMO gap: 0.3452 Ha
E_LUMO: 0.33 eV
net charge: 0
E_HOMO: -9.063 eV

entry 2 ends up most stable, edging out the next structure by 126.3 kJ/mol.